23
Properties=species:S:1:pos:R:3:mulliken_charge:R:1 method="wB97M-V/def2-TZVPD" mol_weight_g_mol=122.21 homo_lumo_gap_ev=9.889 e_above_lowest_kj_mol=110.15 homo_ev=-8.871 energy_ev=-9559.040 spin_multiplicity=1
C 0.554 0.296 1.837 -0.39
C 0.315 2.484 0.491 -1.60
C -0.099 1.056 0.883 0.61
C -0.156 -0.859 2.197 -0.55
C -1.322 0.680 0.282 -0.13
C -1.193 -1.349 1.434 -0.27
C 1.349 -0.639 -1.480 -0.40
C -1.842 -0.605 0.475 -0.70
C 0.300 -1.238 -2.449 -0.87
H 2.200 -0.120 -1.953 0.40
H 0.361 -1.549 2.871 0.29
H -0.734 -1.132 -2.144 0.26
H 0.146 2.664 -0.571 0.36
H 1.633 -1.276 -0.642 0.27
H -1.556 -2.311 1.791 0.37
H 1.374 2.547 0.775 0.39
H 0.932 0.289 -1.108 -0.15
H 0.508 -0.837 -3.437 0.30
H -2.753 -1.018 0.072 0.45
H -1.857 1.501 -0.194 0.32
H -0.275 3.158 1.108 0.42
H 0.585 -2.291 -2.465 0.24
H 1.531 0.549 2.229 0.38

23
Properties=species:S:1:pos:R:3:mulliken_charge:R:1 method="wB97M-V/def2-TZVPD" mol_weight_g_mol=122.21 homo_lumo_gap_ev=9.962 e_above_lowest_kj_mol=77.42 homo_ev=-8.944 energy_ev=-9559.379 spin_multiplicity=1
C 2.129 2.496 2.167 -0.95
C -2.708 -1.985 -1.719 -0.64
C -2.520 -1.056 -0.749 -0.34
C 2.865 1.755 1.044 -0.73
C -0.303 -2.153 -1.993 -0.46
C -0.147 -1.240 -0.908 -0.38
C -1.583 -2.445 -2.435 -0.32
C -1.237 -0.582 -0.382 0.75
C -1.116 0.367 0.787 -1.06
H -2.023 0.953 0.880 0.40
H 2.763 0.687 1.262 0.19
H 2.708 3.390 2.446 0.31
H 0.880 -0.942 -0.720 0.30
H 2.093 2.026 3.147 0.28
H -0.226 0.988 0.679 0.10
H 0.551 -2.647 -2.432 0.37
H 1.127 2.879 1.982 0.30
H 2.293 1.915 0.132 0.22
H -3.377 -0.607 -0.256 0.30
H 3.920 1.942 0.904 0.38
H -1.575 -3.117 -3.287 0.32
H -3.634 -2.316 -2.164 0.34
H -0.880 -0.306 1.614 0.31

23
Properties=species:S:1:pos:R:3:mulliken_charge:R:1 method="wB97M-V/def2-TZVPD" mol_weight_g_mol=122.21 homo_lumo_gap_ev=9.661 e_above_lowest_kj_mol=182.20 homo_ev=-8.710 energy_ev=-9558.293 spin_multiplicity=1
C -1.149 0.482 0.309 -2.06
C 0.988 2.261 -0.822 -0.66
C 1.385 3.645 -1.324 -0.90
C 0.013 -1.350 1.634 -0.40
C -0.677 -0.901 0.468 1.14
C -0.858 -3.153 -0.356 -0.47
C -1.046 -1.796 -0.585 -0.54
C -0.218 -3.555 0.786 -0.31
C 0.258 -2.677 1.755 -0.46
H -2.198 0.457 0.711 0.38
H 2.285 4.152 -0.863 0.26
H -0.741 1.170 1.004 0.48
H -0.167 -4.659 0.808 0.28
H -0.004 2.346 -0.432 0.02
H 1.529 2.155 0.229 0.26
H -1.559 -1.402 -1.412 0.41
H 0.412 4.159 -1.258 0.24
H 1.144 1.467 -1.455 0.54
H 0.911 -2.962 2.580 0.34
H -1.074 -3.837 -1.167 0.34
H -1.139 0.860 -0.613 0.53
H 1.778 3.710 -2.373 0.23
H 0.128 -0.571 2.374 0.34

23
Properties=species:S:1:pos:R:3:mulliken_charge:R:1 method="wB97M-V/def2-TZVPD" mol_weight_g_mol=122.21 homo_lumo_gap_ev="10.267 / 6.687" e_above_lowest_kj_mol=187.41 homo_ev="-14.806 / -14.867" s_squared=0.769 energy_ev=-9549.499 total_charge=+1 spin_multiplicity=2
C 0.267 1.816 -0.058 -0.70
C 0.999 -0.471 -0.529 0.75
C -3.756 -0.768 0.824 -1.07
C 2.031 -0.459 0.350 -0.61
C 0.113 0.635 -0.746 -0.01
C -2.411 -1.053 0.042 -0.92
C 1.417 1.848 0.789 -0.07
C 0.675 -1.494 -1.572 -1.39
C 2.375 0.810 1.007 -0.44
H 1.363 2.767 1.384 0.35
H 1.142 -2.372 -1.320 0.49
H -3.605 0.230 1.137 0.31
H -0.948 0.433 -1.136 0.34
H 3.248 0.997 1.647 0.43
H 2.685 -1.208 0.467 0.58
H -4.578 -0.814 0.076 0.29
H -2.388 -2.084 -0.237 0.40
H -3.743 -1.496 1.608 0.34
H -0.359 -1.824 -1.524 0.28
H -0.361 2.666 -0.002 0.45
H -2.363 -0.423 -0.861 0.36
H 1.118 -1.072 -2.424 0.41
H -1.471 -0.978 0.551 0.45

27
Properties=species:S:1:pos:R:3:mulliken_charge:R:1 method="wB97M-V/def2-TZVPD" mol_weight_g_mol=190.20 homo_lumo_gap_ev=3.360 homo_ev=-11.323 energy_ev=-20638.450 total_charge=+1 spin_multiplicity=1
Al -1.942 1.462 -0.408 0.40
O -3.431 -1.754 0.429 -0.38
O -2.317 -1.095 1.005 -0.17
C 3.820 0.594 0.715 -1.46
C 0.301 -1.457 -0.547 -0.17
C -0.572 0.586 -1.683 -1.14
C -2.599 0.307 1.128 -0.62
C 2.544 -0.087 0.252 0.78
C 1.608 0.571 -0.506 -0.60
C 1.236 -2.123 0.211 -0.82
C 0.434 -0.106 -0.918 0.61
C 2.362 -1.426 0.632 -0.36
Be -4.306 2.493 0.002 0.51
H -3.698 0.417 1.227 0.27
H -1.295 2.788 0.217 -0.18
H -0.596 -1.977 -0.859 0.27
H -3.337 1.937 -1.254 0.06
H 1.040 -3.153 0.472 0.42
H 4.647 -0.075 0.479 0.38
H -1.076 -0.003 -2.452 0.52
H -3.179 -1.871 -0.499 0.31
H 3.936 1.557 0.227 0.38
H -0.092 1.412 -2.214 0.49
H -2.153 0.625 2.072 0.36
H 3.780 0.708 1.799 0.33
H 3.095 -1.934 1.246 0.44
H 1.791 1.606 -0.771 0.36

27
Properties=species:S:1:pos:R:3:mulliken_charge:R:1 method="wB97M-V/def2-TZVPD" mol_weight_g_mol=237.20 homo_lumo_gap_ev=10.017 homo_ev=-9.549 energy_ev=-44529.202 spin_multiplicity=1
Cl -1.781 2.470 -0.087 -0.12
Cl -3.867 0.276 -0.685 -0.15
Si 0.675 0.728 -0.287 0.52
O -1.819 -2.372 -1.526 -0.56
C -2.125 -0.070 -0.979 0.26
C 1.100 1.193 -2.101 -1.19
C 1.388 -0.885 0.300 -1.04
C -1.483 0.188 1.520 -0.79
C -1.929 -0.988 1.810 -0.71
C -1.326 0.723 -0.010 0.11
C 1.215 2.105 0.865 -1.07
C -2.039 -1.562 -0.679 0.04
C -2.219 -2.029 0.757 -0.51
H 0.518 2.210 -2.187 0.25
H 0.714 3.093 1.017 0.36
H -3.268 -2.320 1.088 0.31
H 2.180 2.315 0.390 0.30
H 0.636 -1.354 1.100 0.23
H -1.606 -2.955 0.857 0.39
H -1.383 0.848 2.265 0.63
H 2.103 1.308 -2.482 0.41
H 1.403 -1.568 -0.446 0.40
H 1.415 1.720 1.917 0.27
H -2.095 -1.272 2.838 0.41
H 2.404 -0.662 0.730 0.37
H 0.612 0.705 -2.898 0.43
H -1.703 0.169 -1.977 0.45

28
Properties=species:S:1:pos:R:3:mulliken_charge:R:1 method="wB97M-V/def2-TZVPD" mol_weight_g_mol=213.69 homo_lumo_gap_ev="7.161 / 7.158" e_above_lowest_kj_mol=212.69 homo_ev="-12.746 / -12.744" energy_ev=-28032.433 total_charge=+1 spin_multiplicity=1
Cl 4.499 -1.482 -0.137 -0.26
N -1.239 1.224 -0.575 -0.48
N 0.987 0.804 0.361 0.37
N 0.292 -2.586 -1.544 -0.41
N 1.649 -0.138 1.139 -0.57
C -0.433 0.359 -0.015 -0.06
C -2.472 0.847 -0.710 -0.33
C 2.373 2.405 -1.010 -0.95
C -2.883 -2.469 0.790 -1.55
C -3.097 -0.278 -0.227 -0.48
C -0.797 -1.051 0.254 1.18
C 1.303 2.254 0.108 -0.43
C -2.267 -1.216 0.277 0.08
C -0.116 -1.830 -0.790 0.04
H 5.214 -0.416 -0.128 0.25
H -3.645 -2.258 1.587 0.41
H 2.336 0.369 1.746 0.28
H -3.371 -3.166 0.053 0.33
H -3.205 1.399 -1.240 0.46
H 1.522 2.539 1.176 0.42
H 0.329 2.629 -0.318 0.24
H 1.896 2.567 -2.003 0.32
H 3.297 1.807 -1.057 0.24
H -0.374 -1.437 1.237 0.56
H -2.236 -3.083 1.423 0.37
H -4.203 -0.325 -0.158 0.43
H 2.664 3.465 -0.837 0.35
H 1.980 -0.931 0.600 0.18

52
Properties=species:S:1:pos:R:3:mulliken_charge:R:1 method="wB97M-V/def2-TZVPD" mol_weight_g_mol=703.57 homo_lumo_gap_ev=7.106 e_above_lowest_kj_mol=451.05 homo_ev=-8.616 energy_ev=-124726.148 spin_multiplicity=1
K -0.601 -0.831 1.544 0.95
S -3.079 -2.114 -1.327 0.93
S -1.563 2.485 2.451 1.05
S -2.054 1.473 4.714 0.92
S -3.287 -3.521 0.844 0.84
F -0.449 4.254 1.177 -0.20
F -1.688 -1.156 5.263 -0.19
F 1.107 2.633 1.667 -0.18
F -0.647 0.140 6.597 -0.21
F -1.819 -5.556 -0.446 -0.22
F -1.093 -0.278 -1.548 -0.20
F 0.353 4.238 3.175 -0.18
F -2.583 -0.346 -3.217 -0.17
F -2.887 -0.033 6.834 -0.21
F -0.930 -1.869 -2.958 -0.25
F -1.330 -5.237 1.650 -0.23
F -3.057 -6.290 1.117 -0.23
O -3.500 1.399 4.363 -0.64
O -4.270 -1.222 -1.096 -0.62
O -3.353 -3.142 2.291 -0.60
O -3.275 -3.288 -2.176 -0.62
O -1.662 2.745 5.390 -0.66
O 2.056 -0.189 -0.202 -0.28
O -1.999 1.873 1.217 -0.68
O -4.594 -3.719 0.284 -0.56
O -2.448 3.538 2.859 -0.54
N 2.851 1.084 -2.906 -0.03
N -1.119 1.224 3.566 -0.43
N -2.267 -2.423 -0.028 -0.29
C 3.031 2.359 -3.693 -0.85
C 0.129 3.515 2.079 0.59
C 3.313 0.254 -0.614 -0.89
C 3.571 -0.129 -3.550 -0.94
C 3.286 1.507 -1.485 -0.49
C -1.856 -1.042 -2.353 0.58
C -1.787 -0.016 5.936 0.56
C -2.300 -5.263 0.765 0.67
C 1.316 0.838 -3.040 -1.23
H 3.247 -0.219 -4.586 0.41
H 2.428 2.362 -4.601 0.34
H 2.181 -0.783 0.541 0.25
H 4.065 2.195 -3.999 0.46
H 3.845 -0.605 -1.023 0.43
H 1.056 -0.133 -2.619 0.44
H 2.794 3.254 -3.117 0.33
H 3.550 -1.100 -3.054 0.32
H 2.583 2.298 -1.223 0.48
H 4.287 1.920 -1.606 0.36
H 3.950 0.348 0.266 0.55
H 0.969 0.844 -4.074 0.47
H 4.625 0.122 -3.669 0.42
H 0.905 1.603 -2.381 0.46